# 1
ORCA calculation (ωB97M-V/def2-TZVPD) on a 2-piece molecular cluster, C6H18N3O overall.

The HOMO energy is -13.6 eV. The calculation puts the energy above the lowest of the compared OMol25 structures with the same formula, charge and spin at 0.165 eV. The value obtained for the strongest force on any atom is 3.781 eV/A.

Geometry as ORCA input:
```
! RIJCOSX wB97M-V def2-TZVPD def2/J DEFGRID3
* xyz 1 1
C -1.626 -1.034 -2.126
C -1.042 1.175 3.278
C -0.396 -0.993 -2.956
C 0.860 -1.219 -2.131
C 1.129 -0.211 -0.976
C -0.306 0.814 2.005
N 2.110 -0.242 -0.083
N 1.147 1.188 2.107
N 0.443 0.908 -1.116
O -0.383 -0.511 1.511
H -1.708 -0.088 -1.626
H -2.624 -1.140 -2.769
H -1.719 -1.880 -1.380
H -1.832 0.487 3.484
H -0.399 0.953 4.145
H -1.224 2.252 3.359
H -0.397 -1.831 -3.738
H -0.174 -0.102 -3.573
H -0.668 1.476 1.145
H 1.601 -1.173 -2.822
H 1.854 0.211 0.760
H 2.511 -1.097 0.207
H 1.444 0.443 2.714
H 1.395 2.212 2.368
H 0.910 -2.180 -1.670
H -0.405 1.032 -1.676
H 0.559 1.609 -0.347
H -1.062 -1.058 1.906
*
```

Atom charges from the Löwdin analysis, given in e for atoms 1 to 6:
1 C -0.12
2 C -0.03
3 C -0.27
4 C -0.10
5 C -0.30
6 C -0.51



# 2
ORCA calculation (ωB97M-V/def2-TZVPD) on C46H55CsF2N2O2P as an isolated structure.

The HOMO energy is -4.1 eV. The calculation puts the energy above the lowest of the compared OMol25 structures with the same formula, charge and spin at 0.000 eV. The value obtained for the strongest force on any atom is 2.401 eV/A.

Geometry as ORCA input:
```
! RIJCOSX wB97M-V def2-TZVPD def2/J DEFGRID3
* xyz -1 1
Cs -0.667 -2.367 -0.267
O -2.536 -3.228 -2.868
C -2.916 -3.926 -1.892
O -3.481 -3.508 -0.819
C -2.587 -5.426 -1.925
C -3.555 -6.337 -1.465
C -3.271 -7.678 -1.620
C -2.062 -8.067 -2.195
C -1.129 -7.078 -2.486
N -1.425 -5.808 -2.425
H -4.484 -5.961 -1.069
H -3.975 -8.399 -1.256
H -1.855 -9.091 -2.483
H -0.112 -7.272 -2.812
F -0.980 -2.658 6.471
C -0.471 -3.171 5.300
C -0.855 -2.637 4.070
C -0.181 -2.920 2.888
C 0.828 -3.872 2.971
C 1.098 -4.518 4.216
F 1.956 -5.613 4.192
C 0.510 -4.176 5.403
C 1.783 -4.209 1.851
C 3.167 -4.349 2.150
C 4.041 -4.759 1.165
C 3.508 -4.970 -0.122
C 2.166 -4.705 -0.359
N 1.328 -4.371 0.628
H -1.703 -1.939 4.014
H 0.733 -4.636 6.353
H 3.453 -4.239 3.187
H 5.101 -4.855 1.474
H 4.133 -5.356 -0.937
H 1.742 -4.708 -1.419
C 5.076 0.562 1.996
C 4.185 -0.273 1.114
C 4.934 -0.983 -0.004
C 3.030 0.554 0.595
C 2.578 1.618 1.383
C 1.584 2.498 0.933
C 1.092 3.598 1.861
C 0.875 3.046 3.261
C 1.931 4.882 1.873
C 1.168 2.406 -0.411
C 1.660 1.359 -1.237
C 2.501 0.393 -0.675
C 1.410 1.285 -2.738
C 2.287 2.290 -3.566
C 1.624 -0.102 -3.304
C 0.330 3.438 -1.103
C 1.040 4.588 -1.563
C 0.369 5.629 -2.219
C -0.992 5.520 -2.503
C -1.720 4.431 -2.061
C -1.068 3.404 -1.315
P -2.062 2.123 -0.329
C -3.256 3.240 0.829
C -4.715 2.724 0.943
C -3.288 4.774 0.511
C -2.607 3.086 2.239
C -3.136 1.179 -1.722
C -4.138 2.191 -2.359
C -2.294 0.579 -2.858
C -3.760 -0.033 -0.922
H 6.020 0.046 2.143
H 4.684 0.792 2.991
H 5.342 1.537 1.565
H 3.816 -1.071 1.804
H 5.237 -0.298 -0.793
H 4.374 -1.810 -0.445
H 5.894 -1.355 0.339
H 2.920 1.782 2.394
H 0.129 3.838 1.434
H 1.798 2.706 3.720
H 0.183 2.254 3.290
H 0.491 3.815 3.936
H 2.917 4.710 2.292
H 1.459 5.698 2.435
H 2.120 5.235 0.827
H 2.825 -0.465 -1.266
H 0.371 1.572 -2.952
H 3.354 2.189 -3.299
H 1.930 3.320 -3.476
H 2.223 2.126 -4.655
H 2.688 -0.360 -3.231
H 1.364 -0.071 -4.365
H 1.028 -0.899 -2.770
H 2.122 4.577 -1.453
H 0.922 6.494 -2.575
H -1.522 6.239 -3.093
H -2.773 4.308 -2.262
H -5.328 2.980 0.037
H -5.171 3.216 1.828
H -4.788 1.699 1.188
H -3.657 5.044 -0.463
H -2.280 5.188 0.591
H -3.865 5.279 1.242
H -2.357 2.035 2.480
H -3.365 3.405 2.963
H -1.758 3.745 2.340
H -3.830 2.490 -3.353
H -4.266 3.049 -1.758
H -5.120 1.672 -2.474
H -2.218 1.219 -3.760
H -2.713 -0.409 -3.098
H -1.292 0.340 -2.506
H -4.853 0.059 -0.877
H -3.377 -0.161 0.065
H -3.616 -0.953 -1.543
*
```

Atom charges from the Löwdin analysis, given in e for atoms 1 to 6:
1 Cs 0.94
2 O -0.09
3 C -0.76
4 O -0.16
5 C -0.20
6 C -0.01